1.
Computed, not measured: BeFH12O6 as an isolated structure in a non-equilibrium geometry, with ωB97M-V/def2-TZVPD.

Each line ends with the Mulliken charge.
CARTESIAN COORDINATES (ANGSTROEM)
Be -0.1972 0.2531 -1.1527  -0.0599
F 0.4263 0.0512 0.1888  -0.4741
O 1.2290 1.4325 2.3412  -0.6289
H 2.1121 1.0748 2.5385  0.3293
H 0.9561 0.8890 1.5647  0.4057
O -0.4437 1.8052 -1.7243  -0.2995
H -0.8425 2.2681 -2.4761  0.3814
H 0.2289 2.5424 -1.5936  0.4081
O 0.4742 -0.6090 -2.4282  -0.3421
H 1.1849 -1.2795 -2.3074  0.4153
H 0.7516 -0.0278 -3.1584  0.3796
O 1.7806 -1.6508 1.8845  -0.6317
H 1.6146 -1.3090 2.8235  0.3924
H 1.2311 -1.0362 1.3695  0.2275
O -1.8430 -0.3392 -1.1693  -0.3619
H -2.3893 -0.9819 -1.6417  0.3543
H -2.3814 -0.0737 -0.4144  0.3747
O -1.2952 -0.7678 2.0665  -0.5732
H -0.6864 -0.7499 1.3906  0.3767
H -1.9107 -1.4916 1.8983  0.3262

Forces on atoms 1 to 2 (eV/Å):
Be -0.4223 -0.9159 0.5685
F -0.5233 0.3598 -1.9634

The gap between HOMO and LUMO is 8.95 eV. As for the LUMO energy: -4.52 eV. Its highest occupied orbital energy is -13.47 eV. As for the net charge: +1. The total energy is -573.1470 Eh.

---

2.
Computed, not measured: C4H5NOS as an isolated structure in a non-equilibrium geometry, with ωB97M-V/def2-TZVPD.

Each line ends with the Mulliken charge.
CARTESIAN COORDINATES (ANGSTROEM)
C 1.5589 -1.1160 0.2345  -0.0973
C 2.0096 0.9306 0.3090  -0.1460
C 0.4213 -0.4334 0.3434  0.0466
C -2.4408 0.2940 -0.5026  -0.7224
N 0.7064 0.9161 0.3415  -0.4117
O 2.6031 -0.2581 0.2681  -0.3062
S -1.7062 -1.2155 0.3706  -0.0797
H 1.6931 -2.2055 0.1519  0.3650
H 2.5757 1.7485 0.2706  0.4996
H -1.9565 1.0614 0.1534  0.2789
H -3.4830 0.0262 -0.4042  0.3335
H -1.9817 0.2516 -1.5361  0.2397

Forces on atoms 1 to 2 (eV/Å):
C -0.4873 -2.7695 0.2521
C -3.0719 -1.7650 0.1118

The gap between HOMO and LUMO is 9.06 eV. As for the LUMO energy: 0.23 eV. Its highest occupied orbital energy is -8.83 eV. The total energy is -683.5018 Eh.

---

3.
Computed, not measured: one molecule with the formula C5H8N2, with ωB97M-V/def2-TZVPD.

Each line ends with the Mulliken charge.
CARTESIAN COORDINATES (ANGSTROEM)
C -1.7757 1.0073 1.0432  -0.8018
N -1.1633 0.5332 -0.2045  0.3665
C -1.1952 -0.8381 -0.2769  -0.4986
C 0.0706 -1.2930 -0.4088  -0.5619
C 0.8699 -0.1040 -0.4745  0.8135
C 2.3614 -0.0459 -0.5919  -1.0525
N 0.1343 0.9736 -0.3491  -0.8322
H -2.3084 1.9430 0.9181  0.2503
H -0.9687 1.1128 1.7724  0.2940
H -2.4501 0.2381 1.4240  0.3393
H -2.1574 -1.3257 -0.1944  0.4404
H 0.4026 -2.3178 -0.3944  0.3710
H 2.7372 -0.8275 -1.2590  0.3117
H 2.8258 -0.2035 0.3898  0.2407
H 2.6870 0.9275 -0.9641  0.3197

Forces on atoms 1 to 2 (eV/Å):
C -0.2142 0.2832 0.1227
N -0.0872 -0.2643 0.2466

The gap between HOMO and LUMO is 10.27 eV. As for the LUMO energy: 1.05 eV. Its highest occupied orbital energy is -9.22 eV. The total energy is -304.7926 Eh.

---

4.
Computed, not measured: C16H16GaN7S2 as an isolated structure in a non-equilibrium geometry, with ωB97M-V/def2-TZVPD.

Each line ends with the Mulliken charge.
CARTESIAN COORDINATES (ANGSTROEM)
Ga -0.3170 0.9025 0.0830  0.4421
N 1.9274 1.1556 3.5217  -0.3823
C 0.9197 1.3214 2.6785  0.7945
S 1.3770 1.9730 1.1203  -0.3968
N -0.2698 0.9298 3.0163  -1.6032
N -1.1535 1.0066 2.0228  0.8430
C -2.4249 1.0926 2.1234  -0.6214
C -3.0531 1.1549 0.8127  1.0037
C -4.4116 1.3295 0.6412  -0.9070
C -5.0319 1.2493 -0.6373  -0.2250
C -4.2199 1.1066 -1.7870  -0.8183
C -2.8838 1.0020 -1.5398  0.1645
N -2.2862 1.0638 -0.3244  0.0269
H 2.8216 1.5157 3.3020  0.2180
H 1.6177 0.8460 4.4554  0.2842
H -2.9384 1.1162 3.0455  0.5608
H -5.0245 1.4920 1.5325  0.4168
H -6.1060 1.4210 -0.7412  0.4222
H -4.5795 1.1438 -2.8202  0.4254
H -2.1904 0.9617 -2.3556  0.3996
C 3.6376 1.5114 -2.8608  -0.8144
N 3.2916 0.5223 -1.8216  0.1809
C 4.1721 -0.2722 -1.1558  -0.5871
C 3.4499 -1.1252 -0.4002  -0.5477
N 2.0684 -0.8528 -0.6752  0.5277
C 2.0105 0.1492 -1.5492  0.1376
S 0.5942 1.0266 -2.0803  -0.5373
C 1.0142 -1.6536 -0.1747  0.3962
C 1.1217 -3.0075 -0.4596  -0.6361
C 0.1359 -3.7954 0.0205  -0.6223
C -0.8148 -3.2939 0.9068  -0.8014
C -0.9138 -1.8933 0.9631  0.1661
N 0.0290 -1.1019 0.4410  0.2795
H 4.4211 2.2566 -2.6535  0.3535
H 2.7431 2.1705 -3.0765  0.2955
H 3.8311 1.0384 -3.8579  0.3571
H 5.2239 -0.1477 -1.3532  0.5334
H 3.6278 -1.9432 0.2800  0.5824
H 1.9060 -3.2461 -1.1383  0.5669
H 0.1627 -4.8524 -0.1781  0.4627
H -1.6509 -3.8316 1.3310  0.4089
H -1.8342 -1.4423 1.3430  0.2501

Forces on atoms 1 to 2 (eV/Å):
Ga -0.1148 0.2469 0.2593
N -1.6907 -0.6313 1.4156

The gap between HOMO and LUMO is 7.69 eV. As for the LUMO energy: -6.93 eV. Its highest occupied orbital energy is -14.62 eV. As for the net charge: +2. The total energy is -3723.3190 Eh.